--- one ---
Below is 2 unconnected molecules or ions with the total composition C2H10N3, with properties calculated with ωB97M-V/def2-TZVPD.

Calculated values
HOMO-LUMO gap in eV: 10.08

```
! wB97M-V def2-TZVPD RIJCOSX def2/J DEFGRID3
* xyz 1 1
C 0.4806 -2.6614 0.8884
N 0.4774 -1.1891 1.2397
H -0.3160 -2.7476 0.2264
H 0.4510 -3.4047 1.8189
H 1.3422 -2.9731 0.3910
H -0.3776 -1.1421 1.8582
H 1.2537 -1.0906 1.9354
H 0.4056 0.5515 0.3801
N -0.9738 0.9488 -1.7065
C -0.4018 1.8952 -0.9110
N 0.3632 1.5390 0.1668
H -1.7016 1.3334 -2.3125
H -1.0892 -0.0459 -1.5456
H -0.5068 2.9521 -1.1518
H 0.9981 2.0732 0.6359
*
```



--- two ---
Below is a molecular structure, C2H10N3, with properties calculated with ωB97M-V/def2-TZVPD.

Calculated values
HOMO-LUMO gap in eV: 11.54

```
! wB97M-V def2-TZVPD RIJCOSX def2/J DEFGRID3
* xyz 1 1
C 1.8621 1.4969 0.2752
N 1.4591 0.5927 -0.8410
H 1.3065 1.2226 1.1674
H 2.9148 1.3621 0.4577
H 1.6606 2.5367 0.0289
H 2.2497 0.0581 -1.1659
H 0.8646 1.0334 -1.5328
H 0.5854 -0.1763 -0.3938
N -2.6502 -1.4953 0.4327
C -1.6405 -0.6276 0.3153
N -0.3880 -0.9229 0.1969
H -2.5394 -2.4458 0.1072
H -3.5949 -1.1509 0.4848
H -1.9193 0.3864 0.5598
H -0.1704 -1.8701 -0.0925
*
```



Computed relative energies in units of hartree: one 0.0199; two 0.0000



--- one ---
Below is a molecular structure, C34H28BCsF4N4O3S4, with properties calculated with ωB97M-V/def2-TZVPD.

Calculated values
HOMO-LUMO gap in eV: 5.24

```
! wB97M-V def2-TZVPD RIJCOSX def2/J DEFGRID3
* xyz -2 1
Cs -1.2680 -1.8726 2.1092
S -5.6213 1.8197 3.8433
C -5.4408 0.3269 4.6635
C -4.4346 -0.4246 4.1329
C -3.7214 0.1553 3.0161
C -4.2682 1.3839 2.7707
C -3.8520 2.3647 1.7728
C -4.7025 3.4037 1.3454
C -4.2577 4.3230 0.4204
C -2.9653 4.2115 -0.0795
C -2.1974 3.1586 0.3962
N -2.6062 2.2659 1.2835
H -6.0897 0.0814 5.4934
H -4.2104 -1.4100 4.5269
H -5.7090 3.4626 1.7391
H -4.9146 5.1184 0.0847
H -2.5674 4.9052 -0.8085
H -1.1785 3.0225 0.0486
S 1.7361 0.3064 0.0866
C 1.5964 -0.0344 -1.5213
N 2.5908 -0.4847 -2.2929
C 2.4104 -0.6140 -3.7308
C 1.6244 0.5729 -4.2115
N 0.3388 0.5581 -3.5388
C -0.7473 1.2341 -4.2312
C -0.5093 2.7248 -4.3204
C -0.2828 3.4670 -3.1645
C -0.0624 4.8322 -3.2400
C -0.0669 5.4758 -4.4722
C -0.2843 4.7431 -5.6279
C -0.4998 3.3722 -5.5489
C 0.2533 0.2069 -2.2258
S -1.1481 0.0435 -1.3958
C 3.8874 -0.8935 -1.7520
C 4.9559 0.1056 -2.1175
C 5.9151 -0.1983 -3.0773
C 6.8762 0.7365 -3.4440
C 6.8839 1.9897 -2.8517
C 5.9311 2.3011 -1.8881
C 4.9750 1.3672 -1.5225
H 1.9028 -1.5510 -3.9641
H 3.3939 -0.6285 -4.1986
H 1.4471 0.5028 -5.2861
H 2.1675 1.5060 -4.0145
H -1.6655 1.0064 -3.6924
H -0.8284 0.8210 -5.2398
H -0.2765 2.9681 -2.2061
H 0.1080 5.3958 -2.3311
H 0.1011 6.5442 -4.5279
H -0.2812 5.2345 -6.5932
H -0.6636 2.7970 -6.4540
H 4.1080 -1.8853 -2.1443
H 3.7726 -0.9791 -0.6751
H 5.9115 -1.1840 -3.5296
H 7.6172 0.4833 -4.1925
H 7.6298 2.7220 -3.1358
H 5.9352 3.2770 -1.4180
H 4.2275 1.6008 -0.7732
O -0.3363 -2.2725 5.0885
C -1.2587 -3.0813 5.1273
N -2.1838 -3.2744 4.1600
S -3.1531 -4.5187 4.4731
O -2.8829 -5.6302 3.5912
O -4.5339 -4.1289 4.6096
C -2.5005 -4.8818 6.0867
C -2.8851 -5.8213 7.0233
C -2.1885 -5.8476 8.2258
C -1.1439 -4.9562 8.4669
C -0.7728 -4.0213 7.5088
C -1.4715 -3.9981 6.3151
H -3.7003 -6.5057 6.8278
H -2.4611 -6.5684 8.9875
H -0.6182 -4.9964 9.4135
H 0.0345 -3.3184 7.6700
F 2.5659 -3.9064 -0.7829
B 2.2015 -4.5889 -1.9632
F 0.8492 -4.3702 -2.2504
F 2.4736 -5.9591 -1.8230
F 2.9902 -4.0933 -3.0491
*
```



--- two ---
Below is a molecular structure, C34H28BCsF4N4O3S4, with properties calculated with ωB97M-V/def2-TZVPD.

Calculated values
HOMO-LUMO gap in eV: 5.58

```
! wB97M-V def2-TZVPD RIJCOSX def2/J DEFGRID3
* xyz -2 1
Cs 0.0244 -1.0235 0.0498
S -4.8963 -1.4315 3.0550
C -4.5259 -2.9051 2.2672
C -3.3882 -2.8081 1.5203
C -2.7246 -1.5278 1.5360
C -3.4475 -0.6869 2.3367
C -3.1620 0.7109 2.6577
C -4.1398 1.5532 3.2252
C -3.8318 2.8608 3.5308
C -2.5539 3.3352 3.2589
C -1.6565 2.4508 2.6814
N -1.9309 1.1832 2.3963
H -5.1682 -3.7644 2.4043
H -3.0216 -3.6602 0.9558
H -5.1343 1.1678 3.4080
H -4.5816 3.5086 3.9722
H -2.2597 4.3511 3.4914
H -0.6472 2.7703 2.4364
S 1.8273 2.3084 1.3257
C 1.8209 3.3303 0.0107
N 2.8892 3.9173 -0.5085
C 2.7468 4.9522 -1.5315
C 1.5547 5.7942 -1.1713
N 0.3836 4.9241 -1.1325
C -0.8635 5.4705 -1.6473
C -1.5171 6.4184 -0.6719
C -1.9083 5.9705 0.5895
C -2.5115 6.8444 1.4786
C -2.7293 8.1713 1.1253
C -2.3417 8.6220 -0.1264
C -1.7366 7.7453 -1.0190
C 0.4786 3.6743 -0.6443
S -0.7446 2.5678 -0.6777
C 4.2532 3.6546 -0.0420
C 4.7874 4.8122 0.7680
C 5.8186 5.5946 0.2576
C 6.3034 6.6746 0.9865
C 5.7586 6.9826 2.2236
C 4.7233 6.2072 2.7328
C 4.2396 5.1276 2.0105
H 2.6328 4.5028 -2.5181
H 3.6630 5.5381 -1.5526
H 1.3873 6.5500 -1.9380
H 1.6977 6.3001 -0.2103
H -1.5197 4.6307 -1.8689
H -0.6412 5.9971 -2.5781
H -1.7537 4.9327 0.8639
H -2.8227 6.4852 2.4513
H -3.2013 8.8489 1.8259
H -2.5044 9.6546 -0.4098
H -1.4289 8.0976 -1.9975
H 4.8586 3.5048 -0.9347
H 4.2203 2.7409 0.5462
H 6.2195 5.3664 -0.7230
H 7.1033 7.2793 0.5769
H 6.1348 7.8261 2.7899
H 4.2926 6.4432 3.6984
H 3.4352 4.5157 2.4024
O 1.3059 -3.4591 1.5210
C 0.8466 -4.2727 0.7205
N -0.0225 -4.0058 -0.2748
S -0.3379 -5.2866 -1.1822
O 0.2111 -5.1526 -2.5123
O -1.7203 -5.6945 -1.1049
C 0.6572 -6.4422 -0.2608
C 0.8758 -7.7939 -0.4391
C 1.7223 -8.4306 0.4610
C 2.3235 -7.7215 1.5000
C 2.0908 -6.3610 1.6596
C 1.2465 -5.7337 0.7614
H 0.4035 -8.3337 -1.2496
H 1.9184 -9.4910 0.3550
H 2.9789 -8.2418 2.1882
H 2.5460 -5.7882 2.4572
F 4.4533 3.2141 -3.0342
B 5.1496 4.1568 -3.8326
F 4.2080 4.9063 -4.5648
F 6.0520 3.5242 -4.6786
F 5.8435 5.0371 -2.9504
*
```



Computed relative energies in units of hartree: one 0.0399; two 0.0000



--- one ---
Below is a single C5H4N2 molecule, with properties calculated with ωB97M-V/def2-TZVPD.

Calculated values
HOMO-LUMO gap in eV: 9.55

```
! wB97M-V def2-TZVPD RIJCOSX def2/J DEFGRID3
* xyz 0 1
N -3.2614 0.0459 -0.0378
C -2.1187 -0.0387 -0.0497
C -0.7500 -0.0392 0.3195
C 0.0726 1.0949 0.2231
C 1.3661 0.7174 0.0126
C 1.4187 -0.6219 -0.0628
N 0.0588 -1.1160 0.2158
H -0.4769 1.9244 -0.1117
H 2.1615 1.3628 -0.1909
H 2.0249 -1.4110 -0.3684
H -0.4955 -1.9185 0.0503
*
```



--- two ---
Below is a single C5H4N2 molecule, with properties calculated with ωB97M-V/def2-TZVPD.

Calculated values
HOMO-LUMO gap in eV: 9.85

```
! wB97M-V def2-TZVPD RIJCOSX def2/J DEFGRID3
* xyz 0 1
C 2.8109 -0.4188 0.0793
C 1.6151 -0.3263 0.2204
C 0.2133 -0.0533 0.1784
C -0.3075 1.1821 -0.2774
N -1.6181 1.1597 -0.4178
N -1.9632 -0.0828 -0.0492
C -0.9105 -0.8436 0.3213
H 3.8634 -0.4657 -0.0948
H 0.2630 2.0681 -0.5015
H -2.9339 -0.3570 -0.1092
H -1.0324 -1.8623 0.6505
*
```



--- three ---
Below is a single C5H4N2 molecule, with properties calculated with ωB97M-V/def2-TZVPD.

Calculated values
HOMO-LUMO gap in eV: 8.14

```
! wB97M-V def2-TZVPD RIJCOSX def2/J DEFGRID3
* xyz 0 1
C -1.5032 0.4381 1.8111
C -1.0131 0.5197 0.7163
C -0.5554 -0.9676 -0.9022
C -0.3800 0.4982 -0.6142
N 1.0707 0.6973 -0.4855
N 1.6799 -0.4426 -0.4549
C 0.7701 -1.4082 -0.6681
H -1.9398 0.3521 2.7815
H -0.8285 1.2153 -1.3074
H 1.5779 1.5300 -0.2210
H 1.1213 -2.4322 -0.6556
*
```



--- four ---
Below is 2 unconnected molecules or ions with the total composition C5H4N2, with properties calculated with ωB97M-V/def2-TZVPD.

Calculated values
HOMO-LUMO gap (spin up / spin down) in eV: 9.86 / 7.27

```
! wB97M-V def2-TZVPD RIJCOSX def2/J DEFGRID3
* xyz 0 1
C 2.4627 -0.7509 -0.1045
C 1.3831 -0.2156 0.0691
C 0.1291 0.3393 0.2561
C -0.9383 -0.2271 0.9673
N -2.0747 0.3441 0.6167
N -1.7974 1.4104 -0.2855
C -0.5277 1.3904 -0.5221
H 3.4486 -1.1549 -0.2006
H -0.9309 -1.0786 1.6362
H -1.0552 -2.2470 -1.2036
H -0.0606 2.0601 -1.2354
*
```



Computed relative energies in units of hartree: one 0.0000; two 0.0192; three 0.1564; four 0.2003



--- one ---
Below is 2 unconnected molecules or ions with the total composition C2H2INO, with properties calculated with ωB97M-V/def2-TZVPD.

Calculated values
HOMO-LUMO gap in eV: 9.04

```
! wB97M-V def2-TZVPD RIJCOSX def2/J DEFGRID3
* xyz 0 1
C -1.1339 -1.4756 -0.1755
C 0.4030 1.2749 -0.5835
N -1.7072 -0.8550 -0.9441
O -0.0812 1.4824 0.5581
I 2.3353 0.4921 -0.5431
H -0.3802 -2.0761 0.4176
H 0.5643 1.1574 1.2705
*
```



--- two ---
Below is 2 unconnected molecules or ions with the total composition C2H2INO, with properties calculated with ωB97M-V/def2-TZVPD.

Calculated values
HOMO-LUMO gap (spin up / spin down) in eV: 7.08 / 7.08

```
! wB97M-V def2-TZVPD RIJCOSX def2/J DEFGRID3
* xyz 0 1
C -1.9040 2.1631 -0.1390
C -2.2916 1.0655 -0.8400
N -1.0980 2.8902 0.2670
O 0.0034 -0.0273 0.1091
I -3.6406 -0.2398 0.0590
H 0.7327 -0.4089 0.6082
H 0.1320 -0.4632 -0.7347
*
```



Computed relative energies in units of hartree: one 0.0000; two 0.0196



--- one ---
Below is a molecular structure, H22O11, with properties calculated with ωB97M-V/def2-TZVPD.

Calculated values
HOMO-LUMO gap in eV: 6.63

```
! wB97M-V def2-TZVPD RIJCOSX def2/J DEFGRID3
* xyz 0 1
O -1.6051 -2.2923 -0.5972
H -0.9025 -2.8493 -0.9321
H -1.4553 -1.4422 -1.0108
O 2.5702 1.3517 0.7287
H 3.0974 1.1169 -0.0350
H 1.9520 0.6274 0.8255
O 0.1066 -0.3404 -0.1000
H 0.5650 0.3880 -0.5188
H -0.8130 -0.0745 -0.0955
O 0.4120 1.8479 -0.6951
H 0.8870 2.4123 -1.3051
H -0.4521 1.7390 -1.0923
O -0.3214 0.8610 2.1231
H -0.5148 0.2611 2.8434
H -1.0359 0.7267 1.5005
O -1.8668 -0.4816 -1.2223
H -1.4550 0.2307 -1.7115
H -1.9433 -1.1950 -1.8559
O 0.2310 -1.2533 2.0947
H -0.0186 -0.3465 1.9167
H 1.1870 -1.2349 2.1384
O 0.6492 2.4461 1.1528
H 0.3119 1.6600 1.5824
H 0.5365 2.2756 0.2177
O 1.6977 -1.9496 -1.1128
H 1.1447 -2.3123 -0.4208
H 1.1446 -1.2993 -1.5458
O -1.3062 1.7591 -1.6290
H -1.7261 1.4704 -0.8187
H -2.0277 2.0714 -2.1750
O 0.4288 -2.3142 0.3104
H 0.6600 -2.3094 1.2393
H -0.1377 -1.5505 0.2001
*
```



--- two ---
Below is 11 unconnected molecules or ions with the total composition H22O11, with properties calculated with ωB97M-V/def2-TZVPD.

Calculated values
HOMO-LUMO gap in eV: 10.88

```
! wB97M-V def2-TZVPD RIJCOSX def2/J DEFGRID3
* xyz 0 1
O 1.3490 2.2527 2.4404
H 0.4199 2.1030 2.4360
H 1.5436 2.7862 3.2221
O -2.6848 -2.9855 1.2115
H -3.6304 -3.1376 1.5287
H -2.9228 -2.4892 0.4080
O 2.0537 1.9788 -2.4914
H 1.5955 1.2340 -2.9314
H 1.2920 2.5799 -2.4123
O -0.9203 -0.4299 2.2964
H -1.1726 -1.1786 1.7695
H -0.1583 -0.0314 1.8027
O 3.2103 -0.6487 -3.2302
H 3.3704 -1.5909 -2.9805
H 3.8658 -0.1421 -2.7597
O -3.0583 -1.5731 -1.2459
H -3.3679 -1.0864 -1.9850
H -2.6692 -2.4114 -1.4406
O 0.3436 -1.9195 -0.0499
H -0.6394 -2.0271 0.0363
H 0.6636 -2.7887 0.1283
O -2.1516 0.7900 0.4841
H -2.3824 0.7800 1.4203
H -1.3466 0.2852 0.5498
O -3.8256 2.7332 -2.3808
H -4.6187 2.6656 -1.8298
H -3.4189 1.9355 -2.1171
O 4.0952 2.8310 1.4688
H 3.9645 3.4290 0.7403
H 3.8458 1.8905 1.3162
O 2.2925 -2.2891 1.6954
H 3.0465 -1.7942 2.0355
H 2.0159 -1.7512 0.8645
*
```



--- three ---
Below is a molecular structure, H22O11, with properties calculated with ωB97M-V/def2-TZVPD.

Calculated values
HOMO-LUMO gap in eV: 8.04

```
! wB97M-V def2-TZVPD RIJCOSX def2/J DEFGRID3
* xyz 0 1
O 0.5575 2.9571 -0.8551
H 1.0015 2.3231 -0.0441
H 0.5435 3.8701 -0.5241
O 0.8505 -2.9159 -1.2981
H 1.3195 -3.5769 -1.9191
H 0.0245 -3.3349 -1.1031
O 0.0575 1.4761 -2.9001
H -0.3155 0.8111 -2.4921
H 0.3015 2.0171 -2.0391
O 2.0385 2.0471 1.3919
H 2.1525 1.1351 1.6939
H 1.4285 2.4991 1.8779
O -2.1595 0.9261 1.8819
H -1.4165 0.5381 2.4059
H -2.9855 0.3371 2.1929
O -3.4405 -2.3829 1.1679
H -4.1545 -1.7259 0.7669
H -2.5305 -2.2449 0.8039
O -0.4705 -0.8139 -0.1571
H 0.1005 -0.1569 0.4259
H 0.0335 -1.6619 -0.4921
O 1.9505 -0.1189 2.2499
H 2.9495 -0.2639 2.1649
H 1.4885 -0.9789 2.1599
O -1.3815 -0.3549 -2.1751
H -0.9365 -0.9589 -2.9161
H -0.9405 -0.5969 -1.3201
O -1.8985 2.7611 0.1209
H -1.9915 1.8591 0.6249
H -1.0315 2.9781 -0.0951
O 3.3325 -2.2949 -0.3991
H 3.1605 -1.4099 -0.6701
H 2.3605 -2.7429 -0.5311
*
```



--- four ---
Below is 11 unconnected molecules or ions with the total composition H22O11, with properties calculated with ωB97M-V/def2-TZVPD.

Calculated values
HOMO-LUMO gap in eV: 10.07

```
! wB97M-V def2-TZVPD RIJCOSX def2/J DEFGRID3
* xyz 0 1
O -0.0184 -0.6285 0.2402
H -0.9789 -0.5493 0.2513
H 0.2877 0.2604 0.0278
O 3.0443 0.9216 -2.8454
H 3.6810 0.2971 -2.4800
H 2.2472 0.3953 -2.9744
O -0.2206 -1.2718 -3.9426
H -1.0169 -1.0058 -3.4693
H 0.4047 -0.5593 -3.7686
O -3.1109 -3.5183 -2.4656
H -2.3994 -2.9062 -2.2465
H -3.7006 -3.4747 -1.7044
O 1.8831 3.0902 2.9039
H 1.9197 3.0384 3.8656
H 2.8056 3.1768 2.6384
O 3.4647 -0.6890 0.6129
H 3.2462 -0.1767 -0.1736
H 3.7235 -0.0245 1.2613
O 2.0295 -2.9793 2.6080
H 1.7802 -2.5152 1.8008
H 2.9811 -2.8409 2.6736
O -1.7850 -0.7520 3.9782
H -1.8335 -1.4058 3.2716
H -2.0221 0.0770 3.5473
O -3.6441 1.4395 -1.8500
H -3.0018 0.7215 -1.8198
H -3.3140 2.0768 -1.2066
O -2.6467 0.1984 0.2451
H -3.4874 0.1491 -0.2237
H -2.0401 0.5782 -0.4005
O 0.8112 3.2749 0.5404
H 1.0627 2.3445 0.5343
H -0.1520 3.2573 0.5701
*
```



Computed relative energies in units of hartree: one 0.8276; two 0.0000; three 0.1213; four 0.0129



--- one ---
Below is 11 unconnected molecules or ions with the total composition H22O11, with properties calculated with ωB97M-V/def2-TZVPD.

Calculated values
HOMO-LUMO gap in eV: 9.17

```
! wB97M-V def2-TZVPD RIJCOSX def2/J DEFGRID3
* xyz 0 1
O 0.0965 0.4594 -1.2945
H 0.0649 1.3609 -1.5249
H -0.3985 0.3600 -0.4461
O -3.1176 -1.5198 0.3577
H -2.2538 -1.9351 0.3248
H -3.3849 -1.6259 1.2890
O 0.3113 1.4924 2.4611
H 0.5768 0.6052 2.5949
H -0.5912 1.4967 1.9951
O 0.4407 -2.5541 -2.9708
H 1.1334 -2.8095 -2.2542
H 0.0898 -3.4324 -3.0416
O 3.7435 3.6672 -0.0893
H 4.4139 3.0294 -0.2409
H 2.9965 3.4167 -0.6611
O -2.4895 3.9947 -0.6467
H -1.8141 3.2052 -0.7030
H -1.9065 4.7144 -0.8831
O -1.2421 -2.6704 3.0715
H -1.0248 -2.1630 3.9174
H -1.3587 -2.1176 2.2866
O 2.5329 -2.3904 -0.0117
H 1.8831 -2.9798 0.3614
H 3.0433 -2.8513 -0.7535
O -4.5133 1.0440 -0.4950
H -5.1509 0.3720 -0.8646
H -4.8799 1.8565 -0.3323
O 0.2053 -1.3516 -1.1847
H 0.0859 -2.2500 -0.9366
H 1.1160 -1.1510 -1.5943
O 3.9818 0.1963 0.6944
H 3.5300 0.6131 1.3705
H 4.2332 -0.6570 0.9606
*
```



--- two ---
Below is 11 unconnected molecules or ions with the total composition H22O11, with properties calculated with ωB97M-V/def2-TZVPD.

Calculated values
HOMO-LUMO gap in eV: 10.43

```
! wB97M-V def2-TZVPD RIJCOSX def2/J DEFGRID3
* xyz 0 1
O -0.3394 -1.9824 1.8725
H -0.7319 -2.5650 2.5711
H -1.0560 -1.4385 1.5823
O 3.9736 0.2149 -0.4881
H 4.6248 -0.4471 -0.6765
H 3.1407 -0.1579 -0.2471
O -3.2941 -1.3990 1.5609
H -3.6310 -0.9013 2.2907
H -3.1539 -0.8284 0.8180
O 0.0129 -1.6897 4.7007
H 0.8790 -2.0063 4.9357
H 0.1154 -1.0482 3.9818
O 2.0833 -4.2154 -0.8868
H 2.4216 -3.3527 -0.6149
H 1.5523 -4.5005 -0.1162
O -0.6261 -0.7398 -2.0053
H -0.0934 -0.1544 -2.5496
H -0.2651 -0.7308 -1.1178
O -0.9999 2.2236 2.8230
H -0.6424 1.6315 2.1785
H -0.2355 2.4228 3.3762
O -1.4564 3.4583 -1.7345
H -1.7113 4.3937 -1.9186
H -0.5710 3.3317 -1.3046
O 1.6662 0.8973 -1.5130
H 1.2868 0.6369 -2.3369
H 2.4184 1.4008 -1.8438
O -2.9563 -0.3751 -3.7144
H -2.1319 -0.0510 -3.2968
H -2.7620 -0.6229 -4.6436
O 0.6591 3.0720 -0.1697
H 0.6641 2.1317 -0.5820
H 1.1595 3.3912 -0.9310
*
```



Computed relative energies in units of hartree: one 0.1492; two 0.0000